Record 1
The following is a quantum chemistry calculation of a gas-phase ion, C2HN4S (charge -1), from the OMol25 dataset.

Last column: natural (NBO) charge in e.
CARTESIAN COORDINATES (ANGSTROEM)
1 C -0.7505 0.5717 -1.1098  0.262
2 C -0.2054 0.5731 0.2535  -0.334
3 N -1.5497 0.5066 1.2790  -0.321
4 N -1.3293 0.5693 -2.1043  -0.393
5 N -2.5888 0.6505 0.7545  0.221
6 N -3.6083 0.8208 0.2364  -0.205
7 S 0.9578 1.9055 0.2049  -0.463
8 H 0.4138 -0.4035 0.5341  0.233

Relative energy (zero: lowest compared OMol25 entry of this formula, charge and spin) ... 1.3934 eV
SMILES ... N#C[C@@H]([S-])N=[N+]=[N-]
Molar mass ... 113.1 g/mol
Charge ... -1

***

Record 2
The following is a quantum chemistry calculation of 2 unconnected molecules or ions with the total composition H4NS, from the OMol25 dataset.

Last column: natural (NBO) charge in e.
CARTESIAN COORDINATES (ANGSTROEM)
1 N 0.3841 0.9241 -0.9457  -1.108
2 H 1.1418 1.0919 -0.2977  0.347
3 H -0.4074 1.4650 -0.6058  0.334
4 H 0.0916 -0.0399 -0.7497  0.408
5 S -0.1450 -2.0149 0.9059  -1.064
6 H -1.0651 -1.4262 1.6931  0.083

Relative energy (zero: lowest compared OMol25 entry of this formula, charge and spin) ... 0.0041 eV
Molar mass ... 50.1 g/mol
Charge ... -1

***

Record 3
The following is a quantum chemistry calculation of a gas-phase ion, C5H8N5 (charge +1), from the OMol25 dataset.

Last column: natural (NBO) charge in e.
CARTESIAN COORDINATES (ANGSTROEM)
1 C -1.1971 -1.6193 0.0576  0.152
2 C -1.6316 0.5341 0.0550  0.466
3 C 3.8624 -0.3480 0.1567  0.083
4 C 1.5476 -0.7508 -0.2749  0.292
5 C -1.4841 2.0503 -0.0075  -0.665
6 N -2.4695 -1.5194 -0.0856  -0.176
7 N 2.8182 -0.4684 -0.5045  -0.384
8 N 0.6036 0.0859 0.2186  -0.332
9 N -2.7453 -0.1982 -0.0891  -0.311
10 N -0.6387 -0.3431 0.1205  -0.161
11 H -0.7433 -2.5375 0.1519  0.241
12 H 3.9671 -0.1325 1.1840  0.177
13 H 4.7801 -0.3896 -0.3192  0.187
14 H 1.4390 -1.7495 -0.5479  0.189
15 H -0.6400 2.2379 0.5359  0.265
16 H -1.5729 2.5209 -0.9959  0.275
17 H -2.2502 2.4555 0.6625  0.256
18 H -3.6452 0.1718 -0.3178  0.447

Relative energy (zero: lowest compared OMol25 entry of this formula, charge and spin) ... 1.9815 eV
SMILES ... C=N/C=N/[n+]1cn[nH]c1C
Molar mass ... 138.2 g/mol
Charge ... +1

***

Record 4
The following is a quantum chemistry calculation of a molecular structure, C18H24BrN6O2Se3TeTi, from the OMol25 dataset.

Last column: Löwdin spin population.
CARTESIAN COORDINATES (ANGSTROEM)
1 Ti 1.1231 -1.4693 -0.7993  0.956
2 C -0.0566 -1.2135 -4.9091  0.001
3 C -0.3765 -1.2838 -3.4427  0.008
4 O 0.6527 -1.2069 -2.6730  0.006
5 C -1.6611 -1.4099 -2.9901  0.001
6 C -2.0103 -1.5233 -1.6005  0.017
7 C -3.4670 -1.6551 -1.2445  0.002
8 N -1.1105 -1.5159 -0.6689  -0.009
9 N -1.5956 -1.6566 0.6340  -0.001
10 C -0.6027 -1.5838 1.4642  -0.004
11 O 0.6297 -1.3811 1.1151  -0.004
12 C -0.8644 -1.7220 2.9216  0.000
13 C -2.1405 -2.0082 3.4025  -0.001
14 C -2.3625 -2.1134 4.7653  0.000
15 C -1.3127 -1.9258 5.6587  -0.001
16 C -0.0433 -1.6333 5.1816  0.000
17 C 0.1850 -1.5329 3.8158  -0.001
18 H 0.5952 -2.0514 -5.1629  0.000
19 H 0.5057 -0.2990 -5.1075  0.000
20 H -0.9530 -1.2410 -5.5276  0.000
21 H -2.4672 -1.4514 -3.7092  0.000
22 H -4.0829 -1.6551 -2.1431  0.000
23 H -3.7711 -0.8365 -0.5908  0.001
24 H -3.6316 -2.5745 -0.6822  0.001
25 H -2.9436 -2.1452 2.6906  0.000
26 H -3.3563 -2.3381 5.1353  0.000
27 H -1.4880 -2.0020 6.7257  0.000
28 H 0.7768 -1.4715 5.8695  0.000
29 H 1.1683 -1.2890 3.4331  0.000
30 Se 4.1006 -0.4464 -2.2077  0.001
31 Se 3.7149 -1.3380 -0.0618  -0.009
32 Te 3.7376 -3.8791 -0.4342  0.037
33 Se 1.2730 -4.0446 -0.9528  -0.010
34 Br 3.8865 1.2669 3.3238  0.000
35 C -0.2591 1.3667 0.1448  0.001
36 N -0.4331 2.8175 0.2375  0.000
37 C -0.4768 3.3572 -1.1212  0.000
38 N 0.7278 3.0506 -1.8923  0.000
39 C 0.8760 1.5943 -1.9459  0.000
40 N 0.9650 0.9892 -0.5960  0.004
41 C 2.1235 1.6166 0.1174  0.001
42 N 1.9756 3.0673 0.1887  0.000
43 C 0.7524 3.3759 0.9094  0.000
44 C 1.8814 3.5948 -1.1626  0.000
45 H -1.1230 0.9352 -0.3625  0.000
46 H -0.1905 0.9553 1.1507  0.000
47 H -0.5926 4.4438 -1.0640  0.000
48 H -1.3430 2.9360 -1.6401  0.000
49 H 1.7786 1.3244 -2.4942  0.000
50 H 0.0051 1.1733 -2.4513  0.000
51 H 3.0283 1.3820 -0.4399  0.000
52 H 2.2153 1.2061 1.1250  0.000
53 H 0.6345 4.4619 0.9758  0.000
54 H 0.8263 2.9623 1.9164  0.000
55 H 2.7918 3.3362 -1.7067  0.000
56 H 1.7847 4.6843 -1.1178  0.000

Relative energy (zero: lowest compared OMol25 entry of this formula, charge and spin) ... 0.2583 eV
Molar mass ... 848.7 g/mol
Spin multiplicity ... 2
Charge ... -2

***

Record 5
The following is a quantum chemistry calculation of a molecular structure, C39H35CsO6, from the OMol25 dataset.

Last column: Löwdin charge in e.
CARTESIAN COORDINATES (ANGSTROEM)
1 Cs 1.3183 -2.0204 0.4985  1.593
2 C 6.4485 -2.6593 0.6914  -0.038
3 C 5.0218 -2.9964 1.1542  -0.421
4 O 4.2158 -3.3200 0.2887  -0.020
5 C 4.7353 -2.9063 2.5649  -0.115
6 C 5.7410 -2.5960 3.4901  -0.085
7 C 5.4900 -2.4270 4.8268  -0.154
8 C 4.1781 -2.5690 5.2974  -0.137
9 C 3.1722 -2.8986 4.4437  -0.035
10 C 3.3727 -3.0923 3.0299  -0.437
11 O 2.4118 -3.3961 2.2911  -0.374
12 H 6.4614 -2.6760 -0.3971  0.070
13 H 7.1602 -3.3937 1.0656  0.069
14 H 6.7476 -1.6707 1.0286  0.071
15 H 6.7586 -2.4911 3.1434  0.088
16 H 6.2873 -2.1734 5.5134  0.072
17 H 3.9750 -2.4121 6.3521  0.086
18 H 2.1557 -3.0268 4.7961  0.099
19 C -4.1854 2.5412 -1.1025  0.013
20 C -3.0851 2.2090 -0.0895  -0.590
21 C -3.1984 3.2301 1.0703  0.006
22 O -1.8493 2.2928 -0.7322  -0.020
23 C -0.9922 1.4493 0.0253  -0.121
24 C -1.9106 0.2538 0.3751  -0.114
25 O -3.1977 0.9006 0.4325  -0.013
26 C -2.0240 -1.0861 -0.4511  -0.516
27 O -0.9276 -1.8511 -0.4280  -0.499
28 C -3.0299 -2.0234 0.2361  -0.107
29 C -3.8102 -2.9047 -0.5234  -0.035
30 C -4.5092 -3.9471 0.0543  -0.111
31 C -4.4498 -4.1644 1.4214  -0.136
32 C -3.6711 -3.3135 2.1930  -0.107
33 C -2.9815 -2.2684 1.6116  -0.029
34 C -2.5121 -0.7209 -1.8479  -0.123
35 C -1.6195 -0.7859 -2.9048  -0.004
36 C -2.0259 -0.5181 -4.1982  -0.083
37 C -3.3483 -0.1964 -4.4545  -0.118
38 C -4.2533 -0.1437 -3.4074  -0.116
39 C -3.8366 -0.3936 -2.1109  -0.084
40 C 0.4796 1.3355 -0.5643  -0.495
41 O 1.0317 0.1311 -0.5130  -0.530
42 C 0.4694 1.9486 -1.9692  -0.136
43 C 0.1528 3.2773 -2.2244  -0.056
44 C 0.2223 3.7759 -3.5123  -0.103
45 C 0.6074 2.9604 -4.5636  -0.126
46 C 0.9527 1.6449 -4.3114  -0.100
47 C 0.8950 1.1549 -3.0216  -0.030
48 C 1.4208 2.1579 0.3424  -0.109
49 C 1.4936 1.8103 1.6946  -0.042
50 C 2.4951 2.2806 2.5174  -0.094
51 C 3.4753 3.1283 2.0156  -0.127
52 C 3.4292 3.4774 0.6771  -0.109
53 C 2.4202 3.0019 -0.1437  -0.030
54 H -4.1235 3.5995 -1.3449  0.082
55 H -5.1582 2.3203 -0.6720  0.087
56 H -4.0349 1.9606 -2.0056  0.061
57 H -2.9865 4.2237 0.6820  0.080
58 H -2.4950 2.9924 1.8626  0.077
59 H -4.2070 3.1992 1.4750  0.077
60 H -0.8607 1.9556 0.9971  0.124
61 H -1.6289 -0.0644 1.3833  0.134
62 H -3.8627 -2.7772 -1.5954  0.109
63 H -5.1063 -4.6003 -0.5766  0.088
64 H -4.9882 -4.9886 1.8772  0.080
65 H -3.5983 -3.4700 3.2653  0.091
66 H -2.3705 -1.6458 2.2488  0.105
67 H -0.6112 -1.0731 -2.6639  0.105
68 H -1.3193 -0.5733 -5.0180  0.093
69 H -3.6800 0.0017 -5.4680  0.084
70 H -5.2946 0.0895 -3.6080  0.093
71 H -4.5439 -0.3492 -1.2954  0.121
72 H -0.1394 3.9272 -1.4129  0.119
73 H -0.0254 4.8133 -3.7089  0.087
74 H 0.6522 3.3557 -5.5720  0.082
75 H 1.2713 1.0074 -5.1279  0.092
76 H 1.1861 0.1450 -2.7808  0.108
77 H 0.7605 1.1194 2.0896  0.114
78 H 2.5141 1.9824 3.5614  0.096
79 H 4.2611 3.5061 2.6606  0.084
80 H 4.1864 4.1345 0.2607  0.088
81 H 2.4201 3.2851 -1.1860  0.104

Relative energy (zero: lowest compared OMol25 entry of this formula, charge and spin) ... 2.5426 eV
Molar mass ... 732.6 g/mol
Charge ... -2

***

no.,maximum force (eV Å⁻¹)
1,5.1
2,0.5
3,5.8
4,0.8
5,2.1